Entry 1:
ORCA calculation (ωB97M-V with the def2-TZVPD basis set) on a 3-piece molecular cluster, C2Cl2NO2 overall in a non-equilibrium geometry.

```
7
Properties=species:S:1:pos:R:3:lowdin_charge:R:1
C 0.1924 -1.5288 -0.0138 -0.861
C -0.4753 1.3870 0.0411 -0.501
N -0.8938 -1.8258 -0.2592 0.065
O -0.8467 1.1591 -1.0183 0.195
O -0.1227 1.6825 1.0889 0.198
Cl 1.7029 -1.0111 0.2323 0.644
Cl 3.9444 0.6040 -0.3834 -0.741
```

- M: 140.933 g mol⁻¹
- Net charge: -1
- Relative energy (zero: lowest compared OMol25 entry of this formula, charge and spin): 0.0 kcal/mol
- E: -32706.175 eV
- Orbital gap: 7.63 eV

---

Entry 2:
ORCA calculation (ωB97M-V with the def2-TZVPD basis set) on C26H32Br2F3N3S5Sr as an isolated structure in a non-equilibrium geometry.

```
72
Properties=species:S:1:pos:R:3:lowdin_charge:R:1
Sr 0.2421 -0.2344 -0.6495 1.169
C 3.1726 -0.8519 -1.0497 -0.556
C 2.5791 -0.6215 -2.4567 -0.562
S 1.4481 -1.9740 -2.9148 0.879
C 0.5310 -1.1924 -4.2837 -0.489
C -0.8995 -1.7189 -4.3048 -0.500
S -1.8199 -1.4348 -2.7591 0.839
C -3.0165 -0.1544 -3.2293 -0.511
C -2.4729 1.2663 -3.2074 -0.495
S -2.0133 1.7795 -1.5231 0.871
C -0.2922 2.3512 -1.7300 -0.640
C 0.4329 2.4616 -0.4004 -0.434
S 2.9726 0.4841 0.2074 0.677
H 4.2264 -1.1101 -1.1177 0.095
H 2.6671 -1.6779 -0.5404 -0.003
H 3.3865 -0.5289 -3.1814 0.098
H 2.0076 0.3115 -2.5383 0.012
H 1.0321 -1.4134 -5.2258 0.095
H 0.5386 -0.1105 -4.1331 0.067
H -0.9057 -2.7938 -4.4850 0.084
H -1.4477 -1.2556 -5.1249 0.096
H -3.8358 -0.2630 -2.5170 0.079
H -3.4212 -0.4054 -4.2102 0.092
H -3.2245 1.9576 -3.5884 0.089
H -1.5906 1.3594 -3.8438 0.077
H -0.2803 3.2906 -2.2816 0.092
H 0.1697 1.6260 -2.4412 0.017
H -0.1082 1.9504 0.4095 -0.043
H 0.4435 3.5030 -0.0801 0.043
Br -5.0169 -3.6428 3.0009 0.858
C -3.5880 -2.8579 2.0850 -0.664
C -3.7302 -1.6199 1.4834 -0.071
C -2.6325 -1.1058 0.8246 -0.171
N -1.4534 -1.7249 0.7218 -0.008
C -1.3248 -2.9218 1.3065 -0.199
C -2.3740 -3.5189 1.9935 -0.040
C -0.0233 -3.6388 1.1371 -0.193
C 0.2228 -4.8073 1.8487 -0.043
C 1.3675 -5.5388 1.5845 -0.668
Br 1.7224 -7.1132 2.5275 0.860
C 2.2293 -5.0954 0.5981 -0.074
C 1.9211 -3.9021 -0.0244 -0.148
N 0.8499 -3.1485 0.2412 0.074
H -4.6602 -1.0722 1.5253 0.118
H -2.7050 -0.1360 0.3490 0.048
H -2.2788 -4.4962 2.4380 0.105
H -0.4594 -5.1607 2.6051 0.106
H 3.1141 -5.6512 0.3246 0.118
H 2.5885 -3.5552 -0.8048 0.084
C 4.7159 2.1511 -1.4469 -0.292
S 2.9319 2.2138 -0.9745 0.736
C 3.0873 3.5127 0.2710 -0.262
H 4.9228 3.0873 -1.9675 0.070
H 4.8483 1.3298 -2.1501 0.045
H 5.3773 2.0336 -0.5919 0.060
H 2.5841 3.1918 1.1771 0.060
H 2.5662 4.3753 -0.1413 0.075
H 4.1387 3.7199 0.4436 0.067
F -2.7007 4.6631 5.4459 0.166
C -1.4466 4.3380 5.1222 -0.595
F -0.7953 4.0089 6.2408 0.160
F -0.8581 5.4333 4.6133 0.159
C -1.4138 3.2168 4.1099 -0.091
C -0.4421 2.2337 4.1742 0.024
C -0.4340 1.2631 3.1857 -0.120
N -1.3062 1.2261 2.1782 0.034
C -2.2423 2.1759 2.1418 -0.126
C -2.3409 3.1881 3.0812 0.034
H 0.2820 2.2145 4.9762 0.129
H 0.3042 0.4679 3.2166 0.112
H -2.9469 2.1310 1.3186 0.093
H -3.1225 3.9317 3.0110 0.135
```

- M: 851.320 g mol⁻¹
- Net charge: +2
- Relative energy (zero: lowest compared OMol25 entry of this formula, charge and spin): 127.9 kcal/mol
- E: -235187.894 eV
- Orbital gap: 6.80 eV

---

Entry 3:
ORCA calculation (ωB97M-V with the def2-TZVPD basis set) on one molecule with the formula C19H21F4N3O.

```
48
Properties=species:S:1:pos:R:3:lowdin_charge:R:1
C 0.9841 3.5233 1.2577 -0.050
H 0.1463 4.0448 1.7140 0.087
H 1.3722 4.1423 0.4519 0.085
H 1.7640 3.4081 2.0074 0.086
C 0.5392 2.1566 0.7308 -0.539
C -0.0527 1.3502 1.8898 -0.033
H -1.0060 1.7713 2.2010 0.090
H -0.1941 0.3081 1.6123 0.081
H 0.6219 1.3756 2.7436 0.089
C -0.4861 2.3783 -0.3951 -0.077
H -1.3304 2.9548 -0.0136 0.131
H -0.0068 2.9747 -1.1738 0.130
C -1.0300 1.0964 -1.0521 -0.232
C 0.0368 0.0574 -1.1101 -0.119
C 1.3015 0.2143 -0.5813 -0.145
N 1.9611 -0.9553 -0.7998 -0.045
N 1.1739 -1.8440 -1.4259 0.091
C 0.0200 -1.2498 -1.6275 -0.070
H -0.7767 -1.7610 -2.1297 0.111
C 3.2647 -1.3279 -0.4545 -0.181
C 3.5174 -2.6740 -0.1956 -0.002
C 4.7879 -3.0914 0.1445 0.002
C 5.8001 -2.1504 0.2254 -0.279
C 5.5753 -0.8134 -0.0464 -0.001
C 4.3019 -0.4023 -0.3957 -0.009
H 4.1299 0.6309 -0.6460 0.106
H 6.3918 -0.1110 0.0055 0.120
F 7.0413 -2.5481 0.5685 0.059
H 5.0011 -4.1283 0.3486 0.120
H 2.7046 -3.3771 -0.2785 0.109
C 1.7646 1.4133 0.1614 -0.080
H 2.4395 1.1296 0.9726 0.130
H 2.3054 2.0880 -0.5101 0.130
N -2.2022 0.5772 -0.3650 0.114
C -3.4365 0.6206 -0.9026 -0.501
O -3.6831 1.1127 -1.9809 0.071
C -4.5064 -0.0530 -0.0436 -0.084
H -5.4477 0.4792 -0.1872 0.130
H -4.2362 -0.0240 1.0132 0.119
C -4.6664 -1.5028 -0.5086 -0.063
C -5.6751 -2.2377 0.3504 -0.644
F -5.8448 -3.5084 -0.0449 0.134
F -6.8858 -1.6660 0.3373 0.141
F -5.2949 -2.2908 1.6396 0.129
H -3.7208 -2.0454 -0.4384 0.135
H -5.0143 -1.5311 -1.5427 0.142
H -2.0592 0.1470 0.5341 0.131
H -1.3902 1.3387 -2.0599 0.153
```

- M: 383.389 g mol⁻¹
- Net charge: 0
- SMILES: CC1(C)Cc2c(cnn2-c2ccc(F)cc2)[C@@H](NC(=O)CCC(F)(F)F)C1
- Relative energy (zero: lowest compared OMol25 entry of this formula, charge and spin): 0.3 kcal/mol
- E: -37433.381 eV
- Orbital gap: 9.14 eV

---

Entry 4:
ORCA calculation (ωB97M-V with the def2-TZVPD basis set) on C14H15BBaN8O as an isolated structure in a non-equilibrium geometry.

```
40
Properties=species:S:1:pos:R:3:lowdin_charge:R:1
Ba 0.4672 0.6037 -0.6477 1.270
C 3.3578 -1.6662 2.3253 -0.035
C 2.6730 -0.9168 1.3700 -0.216
N 1.3613 -1.1005 1.4428 -0.086
N 1.1726 -1.9856 2.4621 0.006
C 2.3662 -2.3322 2.9996 -0.046
B -0.2523 -2.4071 2.8001 -0.627
N -1.1410 -1.1569 3.1280 0.114
C -1.0734 -0.4261 4.2426 0.007
C -1.8843 0.6886 4.1117 0.018
C -2.4479 0.5736 2.8557 -0.011
N -1.9948 -0.5481 2.2843 0.049
N -0.9660 -3.0168 1.5434 0.114
C -0.7169 -4.2160 1.0132 0.007
C -1.4102 -4.3450 -0.1784 0.018
C -2.0963 -3.1547 -0.3221 -0.011
N -1.8226 -2.3735 0.7288 0.049
N -0.4030 -3.3875 3.9343 -0.024
C -1.5942 -3.8777 4.3785 -0.083
C -1.3450 -4.7355 5.4123 -0.045
C 0.0573 -4.7155 5.5429 -0.133
N 0.6157 -3.9128 4.6625 0.067
H 4.4157 -1.7166 2.4998 0.106
H 3.1093 -0.2521 0.6364 0.064
H 2.4056 -3.0253 3.8180 0.101
H -0.4548 -0.7610 5.0584 0.153
H -2.0508 1.4673 4.8320 0.119
H -3.1303 1.2170 2.3292 0.147
H -0.0660 -4.8993 1.5319 0.152
H -1.4240 -5.1891 -0.8421 0.119
H -2.7506 -2.8092 -1.1033 0.147
H -2.5265 -3.5805 3.9274 0.124
H -2.0596 -5.2935 5.9885 0.100
H 0.6749 -5.2534 6.2419 0.110
C -3.7702 -0.8440 0.5769 0.040
C -2.2535 -0.9254 0.8400 -0.549
O -1.5333 -0.1761 0.0401 -0.604
H -3.9281 -0.1554 -0.2479 0.101
H -4.3157 -0.4903 1.4477 0.084
H -4.1912 -1.8123 0.3202 0.084
```

- Spin multiplicity: 2
- ⟨S²⟩: 0.75
- M: 459.469 g mol⁻¹
- Net charge: +1
- E: -30095.046 eV
- Orbital gap (alpha / beta): 4.07 / 9.61 eV